# 1
133
Properties=species:S:1:pos:R:3:lowdin_spin:R:1 method="wB97M-V/def2-TZVPD" s2=2.008 molar_mass_g_mol=912.19 gap_ha="0.2987 / 0.3170" spin_multiplicity=3 e_homo_ev="-8.2 / -8.7"
H -7.460 6.207 3.796 0.000
C 4.741 5.667 -3.202 0.003
C 1.665 -0.344 -2.018 0.000
H 2.216 -3.566 3.917 0.000
H 2.483 -2.290 -2.492 0.000
H -5.689 2.442 -0.637 0.000
H 4.909 5.160 -5.842 0.002
H 4.231 -6.924 1.487 0.000
H -3.328 -1.393 1.011 0.000
H 4.724 0.556 -2.925 0.000
O 4.289 -4.636 2.368 0.000
N -1.738 -4.416 2.695 0.000
H -6.229 5.880 -1.204 0.000
H -4.598 3.827 -0.644 0.000
C 2.668 4.819 -4.238 -0.001
H 1.179 -1.840 2.058 0.000
H -0.013 0.116 0.365 0.000
C -8.915 4.166 1.188 0.001
H 7.025 4.100 -2.353 0.000
C -6.910 4.433 2.743 0.026
H -0.167 -3.045 2.720 0.000
C -8.311 3.841 2.551 0.017
C -5.634 3.517 -0.780 -0.001
H 3.961 -1.323 1.784 0.000
C 4.879 4.226 -5.274 0.017
H 4.045 -9.145 0.478 0.000
H -3.859 -1.454 2.691 0.000
H -1.325 2.564 1.899 0.000
H 6.205 0.778 -1.973 0.000
H -1.820 -3.169 4.439 0.000
O -2.838 -4.881 -0.990 0.000
S 2.530 -4.849 -3.378 0.000
O 0.475 -6.105 2.722 0.000
H 5.814 5.594 -3.061 0.000
N -2.289 -4.626 -0.001 0.000
H -2.003 -0.458 4.859 0.000
H -7.513 6.441 2.058 0.000
C -7.988 3.730 0.057 0.017
H -8.379 4.060 -0.910 0.002
H 1.949 -6.985 -1.607 0.000
P 3.281 -3.417 2.066 0.000
H 4.547 6.574 -3.776 0.000
C -6.482 5.764 -0.150 0.004
H -5.242 4.239 4.110 0.000
C -6.272 3.893 4.018 -0.001
F 3.926 -8.471 -1.423 0.000
H -0.303 -2.344 -1.276 0.000
H 5.782 1.607 -4.757 0.002
H 0.964 -1.943 -3.195 0.000
H -2.283 1.874 0.575 0.000
H -5.955 6.374 2.886 0.001
H -1.445 -2.634 1.609 0.000
H 2.626 5.770 -4.772 0.000
H 7.275 2.089 -3.961 0.002
H 6.933 4.435 -4.616 0.000
H -4.382 -0.127 1.650 0.000
C 6.258 2.417 -4.196 0.017
H 4.597 -2.866 -0.097 0.000
H -3.091 2.421 2.034 0.000
H 1.887 -1.095 0.675 0.000
H -7.427 6.280 0.016 0.000
C 6.323 3.425 -1.867 0.004
H 4.297 3.509 -5.861 0.002
C -0.231 -0.807 0.900 0.000
H 0.412 -5.434 -1.563 0.000
C -6.553 4.264 0.183 0.025
N -6.070 3.980 1.580 0.397
H -3.249 0.771 4.599 0.000
H 2.115 0.116 -2.900 0.000
O 2.034 -5.871 0.973 0.000
H 4.226 -5.835 -1.381 0.000
H -7.947 2.637 0.030 0.002
C -1.778 -4.226 4.135 0.000
C -3.537 -0.779 1.892 0.000
H -9.142 5.233 1.113 0.000
H 4.271 5.777 -2.224 0.001
H 0.609 -3.673 -1.829 0.000
H 3.662 -3.267 -1.536 0.000
H -6.270 2.807 4.036 0.000
H -9.869 3.646 1.084 0.001
C 5.244 1.220 -2.240 -0.001
H -1.035 -1.319 0.358 0.000
C -2.183 1.933 1.661 0.001
C -2.230 0.474 4.334 0.000
O 2.068 -3.868 3.005 0.000
H -6.842 4.262 4.872 0.000
C 6.285 3.674 -5.059 0.001
H 3.333 -1.786 -0.621 0.000
H 2.192 4.052 -4.841 0.000
H -8.242 2.755 2.664 0.002
H -1.547 1.241 4.705 0.000
O 3.268 2.374 -3.493 0.507
H 4.788 -4.975 0.009 0.000
O -0.922 -4.301 -0.289 0.000
H -5.942 3.757 -1.799 0.000
N 3.947 -2.084 2.444 0.000
C -6.963 5.957 2.858 0.003
H 5.197 -4.308 2.271 0.000
C 5.508 2.588 -2.867 0.025
C 4.131 4.488 -3.962 0.026
H 2.113 4.916 -3.305 0.000
H 2.591 -8.225 0.067 0.000
C 4.381 -7.021 0.412 0.000
C 1.089 -3.026 0.213 0.000
C 1.030 -1.681 0.995 0.000
Si -2.104 0.271 2.491 0.000
C 3.674 -8.270 -0.058 0.000
C 1.520 -1.841 -2.257 0.000
N 4.170 3.215 -3.161 0.394
O -0.654 -0.493 2.214 0.000
C 4.053 -5.708 -0.308 0.000
C -0.870 -3.471 2.015 0.000
H 5.673 4.012 -1.220 0.002
H 6.727 3.429 -6.027 0.001
C 0.713 -2.736 -1.291 0.000
H -8.950 4.210 3.359 0.002
H -0.892 -4.682 4.587 0.000
P 1.781 -5.606 -1.747 0.000
C 3.601 -2.836 -0.536 0.000
H 4.641 1.322 -1.336 0.000
H -2.655 -4.728 4.543 0.000
O -0.177 -6.702 0.409 0.000
C 2.570 -3.623 0.321 0.000
H 0.698 0.142 -1.890 0.000
O -5.578 2.810 1.730 0.500
H -2.663 -4.358 2.298 0.000
C -0.067 -4.052 0.828 0.000
C 2.617 -5.121 -0.109 0.000
S 0.485 -5.832 1.334 0.000
H 6.903 2.754 -1.233 0.000
H -5.710 6.263 0.434 0.002
H 2.305 -0.072 -1.175 0.000
H 5.452 -7.183 0.252 0.000

# 2
7
Properties=species:S:1:pos:R:3:nbo_charge:R:1 method="wB97M-V/def2-TZVPD" smiles=FC#CC(F)(F)F molar_mass_g_mol=112.03 gap_ha="0.3126 / 0.3170" e_homo_ev="-10.3 / -10.4"
C -0.895 -0.253 0.054 0.856
F -1.740 0.276 -0.845 -0.310
F -1.600 -1.332 0.425 -0.300
C 0.509 -0.534 -0.087 -0.225
F -0.953 0.767 1.020 -0.341
F 2.962 0.608 -0.347 -0.241
C 1.718 0.468 -0.221 0.561

# 3
19
Properties=species:S:1:pos:R:3:nbo_charge:R:1 method="wB97M-V/def2-TZVPD" smiles="Ic1nn[nH]n1.C=C(C)C" molar_mass_g_mol=252.06 gap_ha=0.3321 e_homo_ev=-8.7
H 1.157 -0.638 -1.233 0.218
C 1.158 0.514 -1.299 -0.655
H 1.276 -0.988 1.025 0.188
I -1.164 -4.581 0.743 0.199
H 2.064 0.856 -1.754 0.224
H 0.372 0.996 -1.835 0.201
C -1.469 -2.563 0.302 0.115
N -2.101 -0.931 -0.751 -0.158
H -0.379 2.401 0.627 0.217
H 1.187 0.406 2.086 0.184
N -2.022 -2.220 -0.863 -0.271
C 1.024 0.922 0.131 0.064
H 0.993 2.980 -0.280 0.199
N -1.541 -0.482 0.394 -0.036
C 1.319 0.042 1.126 -0.417
H -2.501 -0.327 -1.450 0.424
C 0.684 2.368 0.536 -0.648
N -1.162 -1.535 1.091 -0.271
H 1.106 2.779 1.404 0.222

# 4
9
Properties=species:S:1:pos:R:3:nbo_charge:R:1 method="wB97M-V/def2-TZVPD" molar_mass_g_mol=75.14 gap_ha="0.2890 / 0.3403" e_homo_ev="-8.2 / -9.5"
H 1.738 -0.006 0.460 0.224
H -2.203 0.801 0.395 -0.001
H -0.154 0.782 -1.468 0.217
C 0.097 0.008 -0.731 -0.299
S -0.345 -1.276 1.111 0.438
H 0.405 1.085 1.205 0.234
N -1.030 -0.863 -0.355 -0.511
H 0.808 -0.765 -1.199 0.198
C 0.684 0.235 0.582 -0.500

# 5
19
Properties=species:S:1:pos:R:3:nbo_charge:R:1 method="wB97M-V/def2-TZVPD" smiles=CCC.CC molar_mass_g_mol=74.17 gap_ha=0.4564 e_homo_ev=-11.3
H -1.273 -3.001 -1.734 0.208
H 0.426 1.452 -0.040 0.201
H 0.720 2.171 1.455 0.210
C -1.745 -1.512 -0.215 -0.391
H -2.681 -2.048 -0.124 0.195
H -1.870 -0.435 -0.336 0.194
C 2.301 2.524 -0.017 -0.624
H 2.607 1.834 -0.817 0.207
H -0.093 -1.118 0.971 0.198
C -1.025 -1.623 1.178 -0.603
H -0.775 -2.668 1.380 0.194
H 2.509 3.403 -0.635 0.206
H 2.902 2.502 0.882 0.209
C 0.818 2.381 0.394 -0.619
C -0.836 -2.083 -1.340 -0.618
H 0.083 -2.356 -0.833 0.202
H 0.276 3.228 -0.005 0.211
H -0.704 -1.384 -2.157 0.211
H -1.639 -1.266 1.994 0.209

# 6
21
Properties=species:S:1:pos:R:3:nbo_charge:R:1 method="wB97M-V/def2-TZVPD" molar_mass_g_mol=115.18 gap_ha=0.3541 e_homo_ev=-8.7
H -3.656 0.056 -0.563 0.220
C -0.159 0.442 0.114 0.063
H 2.415 -1.907 -0.891 0.203
H -2.630 1.483 -0.816 0.223
C -1.571 -0.263 -0.150 0.325
H -3.030 0.951 0.823 0.233
C 2.617 -0.839 -0.821 -0.628
H -2.443 -1.917 -0.639 0.341
H 2.661 -0.814 1.340 0.191
H 0.190 0.711 -0.905 0.158
H 0.397 -1.442 0.520 0.390
H 2.349 0.769 0.613 0.202
H 3.688 -0.682 -0.941 0.211
H 2.107 -0.340 -1.644 0.201
C -2.796 0.610 -0.186 -0.695
H -0.396 1.470 1.848 0.367
C 2.144 -0.300 0.526 -0.220
N -1.546 -1.497 -0.393 -0.660
H -0.824 2.348 0.498 0.355
N 0.666 -0.501 0.791 -0.640
N -0.183 1.663 0.877 -0.839